[1]
C36H76LiN4O8P | ωB97M-V/def2-TZVPD

CARTESIAN COORDINATES (ANGSTROEM)
Li 1.083 0.873 0.411
P 3.075 0.114 1.049
O 4.366 -0.346 1.559
O 2.544 -0.036 -0.427
O 2.717 1.546 1.029
O 1.823 -0.310 1.607
C -1.380 -4.829 -1.245
C -1.422 -3.756 -2.127
C -2.771 -3.434 -2.697
C -3.744 -2.896 -1.659
C -3.085 -1.654 -0.979
C -1.781 -1.866 -0.400
N -0.909 -2.570 -1.378
O 0.503 -2.497 -1.275
C -2.000 -2.644 0.915
C -1.144 -0.551 0.035
C -0.532 -4.086 -3.361
H -2.264 -4.777 -0.568
H -0.442 -5.009 -0.688
H -1.625 -5.695 -1.842
H -3.221 -4.332 -3.037
H -2.671 -2.763 -3.512
H -4.072 -3.532 -0.863
H -4.650 -2.654 -2.140
H -3.717 -1.254 -0.179
H -2.911 -0.893 -1.735
H 0.859 -1.939 -0.593
H -2.474 -1.988 1.702
H -1.019 -2.958 1.357
H -2.553 -3.590 0.942
H -1.105 0.224 -0.754
H -0.180 -0.764 0.390
H -1.505 0.006 0.955
H -1.050 -4.713 -4.100
H 0.476 -4.574 -3.325
H -0.285 -3.086 -3.810
C 1.037 0.521 4.804
C 1.168 -0.857 5.139
C 1.129 -1.212 6.618
C -0.252 -1.537 7.120
C -0.806 -2.807 6.370
C -0.363 -2.929 5.000
N 0.184 -1.657 4.446
O 0.310 -1.726 3.021
C -1.527 -3.460 4.198
C 0.799 -3.938 4.935
C 2.558 -1.259 4.620
H 1.216 0.649 3.754
H 1.769 1.113 5.250
H 0.052 0.998 5.000
H 1.495 -0.403 7.124
H 1.701 -2.150 6.933
H -0.915 -0.676 6.903
H -0.316 -1.688 8.234
H -1.952 -2.714 6.475
H -0.530 -3.655 7.022
H 0.988 -1.025 2.665
H -1.246 -4.010 3.302
H -2.163 -2.697 3.789
H -2.260 -4.137 4.660
H 1.264 -3.929 3.863
H 0.587 -4.962 5.337
H 1.627 -3.691 5.585
H 3.049 -0.565 3.931
H 2.503 -2.219 4.058
H 3.136 -1.534 5.488
C 0.670 3.314 -0.938
C 0.668 4.505 -0.178
C -0.610 5.352 -0.114
C -1.658 4.805 0.807
C -0.953 4.815 2.157
C 0.215 3.967 2.218
N 1.143 4.343 1.200
O 2.552 3.897 1.327
C -0.185 2.495 2.041
C 0.853 4.102 3.575
C 1.735 5.381 -0.930
H 0.642 3.637 -2.003
H -0.044 2.543 -0.779
H 1.645 2.796 -0.964
H -0.984 5.252 -1.107
H -0.337 6.396 0.109
H -1.967 3.794 0.581
H -2.488 5.585 0.870
H -1.734 4.554 2.840
H -0.558 5.845 2.362
H 2.638 2.931 1.140
H -0.731 2.159 1.193
H -0.828 2.374 2.918
H 0.649 1.813 2.238
H 0.149 3.983 4.310
H 1.372 5.052 3.662
H 1.632 3.322 3.743
H 1.967 6.280 -0.314
H 1.348 5.760 -1.784
H 2.658 4.806 -1.200
C -1.529 1.215 -5.678
C -0.218 1.692 -5.112
C -0.043 1.413 -3.604
C 0.089 -0.086 -3.346
C 1.238 -0.624 -4.171
C 1.072 -0.436 -5.583
N 0.840 0.982 -5.907
O 2.068 1.744 -6.049
C 0.147 -1.415 -6.143
C 2.385 -0.943 -6.211
C -0.113 3.229 -5.342
H -2.254 1.905 -5.241
H -1.856 0.322 -5.252
H -1.558 1.211 -6.749
H -0.906 1.826 -3.041
H 0.930 1.993 -3.306
H -0.870 -0.565 -3.447
H 0.404 -0.008 -2.329
H 1.265 -1.641 -3.876
H 2.186 -0.312 -3.949
H 2.350 1.842 -5.192
H 0.065 -1.420 -7.249
H -0.821 -1.410 -5.698
H 0.439 -2.502 -5.851
H 3.214 -0.330 -5.980
H 2.371 -0.987 -7.296
H 2.672 -1.989 -6.010
H -0.829 3.788 -4.716
H -0.223 3.418 -6.456
H 0.911 3.569 -5.151

multiplicity = 1
net charge = -2
DFT total energy = -70391.4801 eV
lowest unoccupied orbital energy = 3.950 eV
Kohn-Sham gap = 0.15862 Ha
F_max = 11.83 eV/Å

---

[2]
C49H109Cl2N4O4PSi | ωB97M-V/def2-TZVPD

CARTESIAN COORDINATES (ANGSTROEM)
C 2.060 -0.379 4.985
C 1.099 0.484 5.305
C -0.278 0.544 4.743
O -1.256 0.315 5.403
O -0.389 1.003 3.471
C 0.176 0.168 2.450
C -0.872 -0.177 1.398
C -0.933 0.841 0.258
C -1.340 0.261 -1.109
C -2.470 -0.765 -1.082
C -3.765 -0.282 -0.391
Si -5.344 -0.360 -1.427
C -6.433 1.129 -1.070
C -6.398 1.590 0.412
C -7.769 1.602 1.088
C -7.682 1.540 2.613
C -6.997 0.288 3.183
C -7.981 -0.579 3.960
C -7.593 -2.042 4.238
C -6.094 -2.400 4.266
C -5.612 -3.238 3.067
C -4.870 -4.496 3.501
C -4.167 -5.209 2.347
C -2.862 -4.559 1.922
O -2.686 -4.685 0.519
C -1.372 -5.027 0.138
C -6.233 -2.030 -1.123
Cl -6.956 -2.650 -2.648
C -7.320 -1.915 -0.052
C -8.213 -3.160 0.073
P -5.032 -0.230 -3.695
O -4.256 -1.617 -4.127
Cl -3.486 1.170 -3.808
H 1.886 -1.268 4.395
H 3.070 -0.238 5.345
H 1.272 1.224 6.078
H 0.979 0.718 1.956
H 0.593 -0.753 2.846
H -0.677 -1.186 1.033
H -1.835 -0.181 1.910
H -1.665 1.608 0.508
H 0.034 1.327 0.124
H -0.475 -0.169 -1.617
H -1.676 1.094 -1.730
H -2.112 -1.651 -0.551
H -2.639 -1.094 -2.108
H -3.652 0.740 -0.026
H -3.921 -0.908 0.492
H -6.052 1.930 -1.708
H -7.449 0.895 -1.390
H -5.655 1.043 0.994
H -6.073 2.624 0.407
H -8.256 2.539 0.814
H -8.407 0.787 0.738
H -7.188 2.446 2.972
H -8.700 1.593 3.004
H -6.231 0.638 3.878
H -6.461 -0.266 2.412
H -8.238 -0.082 4.895
H -8.911 -0.604 3.384
H -7.995 -2.269 5.227
H -8.128 -2.704 3.558
H -5.954 -3.038 5.139
H -5.466 -1.524 4.427
H -4.990 -2.666 2.373
H -6.479 -3.584 2.504
H -4.164 -4.268 4.305
H -5.603 -5.204 3.894
H -4.845 -5.162 1.489
H -4.031 -6.266 2.574
H -2.029 -5.052 2.436
H -2.852 -3.505 2.218
H -1.065 -5.979 0.578
H -0.651 -4.258 0.436
H -1.351 -5.097 -0.947
H -5.477 -2.741 -0.783
H -7.941 -1.057 -0.299
H -6.809 -1.771 0.901
H -7.672 -4.060 -0.213
H -9.096 -3.061 -0.553
H -8.532 -3.266 1.108
H -4.105 -2.198 -3.372
C -3.024 8.460 0.992
C -2.556 7.105 1.499
N -3.499 6.471 2.402
C -2.956 5.298 3.074
C -2.608 4.072 2.218
C -4.854 6.326 1.896
C -5.055 5.524 0.601
H -3.228 9.137 1.822
H -2.247 8.906 0.370
H -3.923 8.384 0.379
H -1.623 7.247 2.052
H -2.306 6.473 0.631
H -3.659 4.994 3.854
H -2.054 5.618 3.604
H -3.501 3.523 1.918
H -1.988 3.379 2.792
H -2.050 4.342 1.320
H -5.273 7.324 1.746
H -5.463 5.888 2.691
H -4.307 5.761 -0.157
H -6.034 5.756 0.175
H -5.033 4.452 0.784
C 2.927 -1.298 -0.436
C 4.162 -0.819 0.308
N 4.481 -1.610 1.482
C 5.521 -1.014 2.304
C 6.925 -0.885 1.699
C 4.597 -3.041 1.253
C 5.633 -3.530 0.229
H 2.051 -1.302 0.217
H 2.720 -0.626 -1.272
H 3.055 -2.298 -0.851
H 3.980 0.208 0.636
H 4.999 -0.772 -0.408
H 5.585 -1.578 3.239
H 5.177 -0.014 2.589
H 7.450 -1.839 1.673
H 7.527 -0.206 2.306
H 6.899 -0.479 0.688
H 3.616 -3.412 0.945
H 4.786 -3.520 2.217
H 5.639 -2.914 -0.672
H 5.393 -4.550 -0.076
H 6.642 -3.547 0.637
C 6.382 -1.819 -6.500
C 5.033 -1.116 -6.517
N 4.140 -1.553 -5.458
C 2.781 -1.065 -5.616
C 2.529 0.446 -5.522
C 4.686 -1.482 -4.115
C 5.157 -0.114 -3.602
H 6.259 -2.901 -6.568
H 6.977 -1.488 -7.353
H 6.956 -1.593 -5.600
H 4.541 -1.335 -7.468
H 5.207 -0.027 -6.504
H 2.150 -1.574 -4.882
H 2.428 -1.409 -6.593
H 2.561 0.806 -4.494
H 1.533 0.674 -5.909
H 3.246 1.021 -6.109
H 5.527 -2.177 -4.053
H 3.945 -1.891 -3.422
H 5.715 0.442 -4.357
H 5.822 -0.254 -2.745
H 4.326 0.504 -3.261
C 12.152 0.904 -1.517
C 11.204 1.065 -2.696
N 9.996 0.268 -2.577
C 9.213 0.233 -3.801
C 8.588 1.544 -4.294
C 9.240 0.454 -1.350
C 8.716 1.861 -1.025
H 12.431 -0.142 -1.383
H 13.060 1.480 -1.698
H 11.719 1.269 -0.585
H 11.721 0.738 -3.601
H 10.993 2.138 -2.832
H 8.422 -0.514 -3.680
H 9.862 -0.157 -4.591
H 7.715 1.821 -3.705
H 8.252 1.429 -5.328
H 9.294 2.375 -4.276
H 9.863 0.124 -0.516
H 8.399 -0.246 -1.362
H 9.460 2.632 -1.230
H 8.468 1.922 0.037
H 7.809 2.104 -1.577

multiplicity = 1
DFT total energy = -108941.9847 eV
lowest unoccupied orbital energy = 0.388 eV
SMILES = C=CC(=O)OCCCCCC[Si@](CCCCCCCCCCCCOC)([C@H](Cl)CC)P(O)Cl.CCN(CC)CC.CCN(CC)CC.CCN(CC)CC.CCN(CC)CC
Kohn-Sham gap = 0.31186 Ha
F_max = 0.93 eV/Å

---

[3]
C28H62AlB4Br3Cl4FN3O19P2 | ωB97M-V/def2-TZVPD

CARTESIAN COORDINATES (ANGSTROEM)
C 4.836 -1.280 0.177
C 4.015 -1.750 -0.996
C 4.545 -1.367 -2.360
C 2.870 -2.405 -0.827
C 2.205 -3.222 -1.923
C 1.545 -2.282 -2.977
C 0.079 -2.546 -3.379
C -0.375 -4.016 -3.327
C -0.911 -1.624 -2.621
C -0.672 -1.577 -1.090
B -1.955 -1.074 -0.351
O -2.016 0.121 0.350
B -3.373 0.457 0.569
O -3.827 1.649 0.160
B -5.064 2.039 0.802
O -6.228 1.818 0.143
O -5.034 2.668 2.004
O -4.202 -0.467 1.191
B -3.676 -1.711 0.943
P -3.598 -3.101 2.286
P -4.515 -4.871 1.420
O -5.549 -5.328 2.334
O -3.325 -5.957 1.269
O -5.114 -4.595 -0.040
O -3.117 -1.853 -0.345
H 5.842 -1.757 0.179
H 4.950 -0.192 0.120
H 4.357 -1.540 1.117
H 4.402 -2.175 -3.079
H 4.023 -0.478 -2.709
H 5.621 -1.140 -2.332
H 2.368 -2.343 0.135
H 3.007 -3.771 -2.413
H 1.502 -3.870 -1.412
H 1.607 -1.266 -2.581
H 2.166 -2.284 -3.873
H -0.001 -2.231 -4.423
H -1.083 -4.178 -2.511
H -0.932 -4.244 -4.236
H 0.441 -4.733 -3.276
H -0.819 -0.613 -3.024
H -1.918 -1.992 -2.823
H 0.205 -0.982 -0.837
H -0.508 -2.607 -0.756
H -6.164 1.105 -0.499
H -5.036 2.046 2.771
H -2.218 -3.404 2.313
H -3.643 -6.695 0.730
H -4.456 -4.237 -0.652
C 4.371 2.374 -1.954
O 4.873 1.723 -1.037
N 3.065 2.620 -2.044
C 2.461 3.367 -3.142
C 2.190 2.112 -0.998
H 4.966 2.790 -2.780
H 1.944 4.240 -2.759
H 1.743 2.724 -3.651
H 3.219 3.685 -3.852
H 2.482 2.525 -0.032
H 2.267 1.023 -0.940
H 1.163 2.394 -1.217
O -4.708 0.371 4.075
H -4.409 0.248 3.170
C 5.363 -3.032 7.812
N 4.109 -2.241 8.029
C 4.485 -0.956 8.703
C 3.188 -3.009 8.924
C 3.425 -1.881 6.726
C 2.896 -3.025 5.893
O 3.949 -3.888 5.463
H 5.928 -3.024 8.742
H 5.106 -4.054 7.561
H 5.939 -2.564 7.021
H 4.961 -1.189 9.651
H 3.583 -0.372 8.872
H 5.172 -0.413 8.059
H 2.966 -3.969 8.468
H 2.276 -2.434 9.064
H 3.687 -3.163 9.877
H 4.152 -1.302 6.155
H 2.590 -1.236 6.996
H 2.404 -2.589 5.019
H 2.144 -3.595 6.445
H 3.549 -4.602 4.955
C -1.546 4.927 0.641
C -2.500 4.463 -0.434
O -1.710 4.632 -1.623
C -0.416 4.494 -1.255
O 0.475 4.330 -2.042
O -0.268 4.560 0.069
F -3.593 5.247 -0.520
H -1.581 6.007 0.784
H -1.706 4.432 1.594
H -2.802 3.422 -0.335
C 0.511 6.009 -4.532
O 1.119 5.071 -5.045
O 0.398 6.213 -3.296
O -0.113 6.897 -5.168
C 0.083 4.840 -7.129
C -0.038 4.069 -5.823
C -0.864 2.786 -5.924
O -2.241 3.090 -5.999
C -2.820 3.083 -7.310
N -0.745 4.930 -4.818
H -0.868 5.279 -7.433
H 0.805 5.652 -7.033
H 0.428 4.184 -7.925
H 0.954 3.857 -5.425
H -0.726 2.204 -5.008
H -0.528 2.169 -6.758
H -2.300 2.391 -7.972
H -2.811 4.085 -7.743
H -3.854 2.763 -7.208
H -0.425 5.898 -4.825
H -0.649 4.561 -3.862
H -1.749 4.903 -5.040
Al 7.405 -1.788 -1.052
C -9.223 -3.875 1.914
Cl -8.015 -2.790 2.615
Cl -9.921 -3.119 0.472
Cl -8.461 -5.400 1.470
Cl -10.502 -4.170 3.096
C -1.693 -0.807 5.092
Br -1.428 -2.713 5.215
Br -0.397 0.132 6.169
Br -1.761 -0.136 3.295
H -2.678 -0.590 5.499

multiplicity = 1
net charge = +2
DFT total energy = -364205.6698 eV
lowest unoccupied orbital energy = -8.723 eV
Kohn-Sham gap = 0.04721 Ha
F_max = 17.14 eV/Å

---

Q: Which value of Kohn-Sham gap does entry 2 give?
A: 0.31186 Ha

---

Q: What is the formula in the third record?
A: C28H62AlB4Br3Cl4FN3O19P2